Below is C38H49As2GeN4O3S2SiTi as an isolated structure at a distorted geometry, with properties calculated with ωB97M-V with the def2-TZVPD basis set.

Structure (XYZ):
```
101
Properties=species:S:1:pos:R:3:forces:R:3:mulliken_charge:R:1
Ti 0.312 0.581 -0.054 0.780 1.063 0.235 -0.24
C 1.141 2.929 2.992 -0.026 0.129 0.027 -1.34
As 1.066 1.107 2.378 0.397 -0.040 0.026 1.65
C -0.134 0.299 3.644 -0.099 -0.018 0.064 -1.15
C 2.800 0.383 2.808 -0.048 -0.041 0.130 -0.22
C 3.239 0.347 4.125 0.118 -0.075 0.026 -1.17
C 4.438 -0.284 4.437 -0.046 0.029 -0.008 -0.84
C 5.185 -0.883 3.433 -0.002 -0.012 -0.062 -0.87
C 4.756 -0.829 2.110 0.061 -0.006 0.153 -0.90
C 3.568 -0.189 1.798 0.017 -0.069 -0.062 0.62
As 2.986 0.089 -0.024 -0.206 0.355 0.489 1.33
C 4.239 -0.891 -1.097 0.011 -0.295 -0.079 -1.50
C 3.736 1.882 -0.215 -0.005 -0.051 -0.170 -1.27
H 1.394 2.910 4.050 0.020 0.080 0.024 0.50
H 0.170 3.399 2.853 -0.010 -0.002 0.017 0.44
H 1.896 3.486 2.442 0.023 0.001 0.002 0.38
H 0.335 0.334 4.626 -0.064 -0.020 0.059 0.70
H -0.342 -0.729 3.359 0.034 -0.021 -0.009 -0.02
H -1.062 0.867 3.660 -0.015 0.007 0.014 0.44
H 2.656 0.796 4.921 -0.010 0.004 -0.005 0.34
H 4.781 -0.315 5.463 -0.007 -0.003 -0.016 0.44
H 6.110 -1.388 3.675 -0.016 0.006 0.005 0.46
H 5.357 -1.299 1.343 0.006 0.021 -0.009 0.42
H 5.232 -0.523 -0.849 0.065 -0.057 -0.067 0.51
H 4.033 -0.705 -2.149 0.017 0.004 -0.031 0.36
H 4.168 -1.957 -0.894 0.028 -0.020 -0.006 0.40
H 4.638 1.931 0.389 0.051 0.026 -0.021 0.70
H 3.026 2.638 0.112 -0.006 -0.013 0.046 0.14
H 3.983 2.065 -1.260 -0.012 -0.018 0.011 0.40
O -4.981 0.287 1.609 0.190 -0.016 -0.013 -0.68
C -4.398 -0.889 1.907 -0.056 0.070 -0.002 0.82
C -5.210 -1.887 2.445 -0.004 0.009 0.007 -0.88
C -4.674 -3.109 2.784 0.054 -0.070 0.020 -0.53
C -3.313 -3.381 2.590 -0.106 0.031 0.000 -1.42
C -2.511 -2.412 2.040 0.012 0.032 -0.018 -0.37
C -3.036 -1.156 1.684 0.006 -0.105 -0.028 0.19
C -2.143 -0.170 1.097 0.356 -0.418 -0.104 0.42
O -0.946 -0.587 0.668 -0.918 -0.232 0.015 1.61
N -2.445 1.074 0.975 0.097 0.305 0.145 -0.71
N -1.346 1.827 0.512 -0.778 -0.311 -0.082 0.94
C -1.725 3.041 0.204 0.293 -0.123 0.294 -0.42
S -3.387 3.483 0.179 -0.159 0.036 0.034 0.03
C -3.084 5.127 -0.523 0.016 0.043 -0.018 -0.57
C -1.780 5.644 0.047 -0.065 0.054 0.004 -0.82
S -0.573 4.296 -0.063 0.190 0.000 -0.152 0.12
H -4.289 0.926 1.358 -0.075 0.009 -0.009 0.48
H -6.258 -1.666 2.600 0.012 -0.004 -0.003 0.50
H -5.317 -3.866 3.213 0.009 0.005 -0.010 0.42
H -2.901 -4.340 2.872 -0.005 0.004 0.009 0.53
H -1.457 -2.600 1.870 -0.010 0.009 0.020 0.53
H -3.922 5.765 -0.250 0.000 -0.004 0.006 0.46
H -3.040 5.035 -1.608 -0.007 0.026 -0.010 0.29
H -1.878 5.933 1.092 -0.025 0.016 -0.006 0.33
H -1.390 6.484 -0.526 0.000 -0.001 0.003 0.46
Ge -0.315 -1.057 -2.149 0.025 -0.631 -1.025 0.46
C -0.404 -2.914 -1.763 0.120 -0.327 0.203 -0.16
C -1.404 -3.497 -0.981 0.032 -0.052 -0.068 0.40
C -1.454 -4.873 -0.837 0.033 -0.012 0.007 -0.83
C -0.505 -5.676 -1.464 -0.034 0.015 0.023 -0.62
C 0.493 -5.108 -2.245 0.013 0.059 0.017 -0.73
C 0.550 -3.727 -2.390 -0.068 -0.106 0.030 0.08
C -1.931 -0.232 -2.742 -0.157 0.312 0.150 0.40
C -1.882 0.338 -4.019 -0.125 0.028 0.040 -0.40
C -3.039 0.835 -4.600 0.028 0.006 -0.010 -0.64
C -4.237 0.800 -3.899 0.002 -0.009 0.009 -0.72
C -4.293 0.240 -2.628 0.016 -0.013 0.005 -0.59
C -3.145 -0.279 -2.050 -0.023 -0.029 -0.116 0.23
H 0.742 -0.896 -3.252 0.155 0.168 0.117 -0.38
H -2.151 -2.888 -0.492 0.009 0.022 0.001 0.34
H -2.235 -5.323 -0.238 0.009 0.001 -0.010 0.50
H -0.551 -6.752 -1.350 -0.003 0.010 -0.003 0.44
H 1.217 -5.737 -2.747 -0.004 0.011 0.004 0.45
H 1.325 -3.290 -3.012 -0.011 0.015 0.001 0.44
H -0.951 0.373 -4.573 0.011 0.012 0.022 0.50
H -3.006 1.251 -5.598 -0.001 -0.001 0.010 0.49
H -5.136 1.200 -4.351 0.008 -0.015 0.003 0.44
H -5.233 0.189 -2.094 0.008 0.012 -0.004 0.54
H -3.221 -0.760 -1.085 0.031 0.006 0.050 0.21
N 1.646 -3.284 0.681 0.049 -0.077 0.093 0.17
C 1.911 -4.454 1.298 -0.034 0.038 -0.004 -0.35
C 1.869 -4.205 2.648 -0.017 0.045 -0.001 -1.39
C 1.555 -2.838 2.738 0.077 0.112 0.119 -0.36
N 1.415 -2.276 1.544 -0.064 -0.232 -0.086 0.58
H 1.489 -3.158 -0.304 -0.046 0.019 -0.046 -0.16
H 2.096 -5.356 0.738 0.005 0.026 0.013 0.53
H 2.039 -4.902 3.450 -0.003 0.016 -0.013 0.51
H 1.453 -2.240 3.631 0.012 -0.017 -0.008 0.43
C 2.177 4.226 -2.289 0.234 0.208 0.179 -1.36
Si 1.146 2.740 -2.649 -0.261 -0.431 0.372 1.70
C -0.462 3.273 -3.401 -0.235 0.103 -0.107 -0.93
C 2.128 1.599 -3.740 0.078 -0.157 -0.181 -0.81
O 0.777 1.809 -1.234 0.034 0.511 -0.711 -2.57
H 2.111 4.849 -3.188 0.031 0.003 0.041 0.45
H 3.232 3.995 -2.139 -0.022 0.022 -0.009 0.37
H 1.840 4.832 -1.449 -0.008 0.008 -0.027 0.30
H -0.500 3.033 -4.467 0.004 0.021 0.023 0.50
H -0.569 4.357 -3.308 -0.042 -0.031 0.003 0.45
H -1.324 2.798 -2.929 0.006 0.017 -0.006 -0.02
H 2.997 2.122 -4.146 -0.026 -0.012 -0.019 0.41
H 1.546 1.230 -4.587 0.020 -0.010 0.020 0.51
H 2.490 0.726 -3.195 0.048 0.011 0.012 -0.23
```
Positions in Å, forces in eV/Å.

Output
* total charge: +2
* E: -283150.59061 eV
* LUMO (spin up / spin down): -6.36 / -7.63 eV
* ΔE to the lowest compared entry with this formula, charge and spin: 222.8 kJ/mol
* HOMO-LUMO gap (spin up / spin down): 6.58 / 5.30 eV
* HOMO energy (spin up / spin down): -12.93 / -12.93 eV
* multiplicity: 2